{
  "formula": "C44H97Cl2N6O17P2S2",
  "method": "ωB97M-V/def2-TZVPD",
  "charge": 1,
  "largest_force_ev_per_a": 5.1,
  "total_energy_ha": -5741.4865,
  "gap_ev": 8.6,
  "multiplicity": 1,
  "symbols": ["C", "C", "N", "C", "N", "C", "C", "C", "C", "N", "C", "O", "C", "C", "O", "C", "C", "C", "C", "C", "O", "C", "O", "N", "P", "O", "O", "S", "P", "O", "O", "S", "C", "C", "Cl", "C", "C", "Cl", "C", "N", "C", "C", "C", "C", "N", "C", "H", "H", "H", "H", "H", "H", "H", "H", "H", "H", "H", "H", "H", "H", "H", "H", "H", "H", "H", "H", "H", "H", "H", "H", "H", "H", "H", "H", "H", "H", "H", "H", "H", "H", "H", "H", "H", "H", "H", "H", "H", "H", "H", "C", "C", "O", "H", "H", "H", "H", "H", "H", "C", "C", "O", "H", "H", "H", "H", "H", "H", "C", "C", "O", "H", "H", "H", "H", "H", "H", "C", "C", "O", "H", "H", "H", "H", "H", "H", "C", "C", "O", "H", "H", "H", "H", "H", "H", "C", "C", "O", "H", "H", "H", "H", "H", "H", "C", "C", "O", "H", "H", "H", "H", "H", "H", "C", "C", "O", "H", "H", "H", "H", "H", "H", "C", "C", "O", "H", "H", "H", "H", "H", "H"],
  "positions_angstrom": [[0.1698, -5.5557, 0.2403], [-1.0114, -5.1059, -0.5782], [-1.9692, -5.9377, -0.6346], [-1.0601, -3.7881, -1.3776], [-1.0265, -2.5155, -0.6832], [-2.3041, -1.9270, -0.2725], [-3.0281, -2.9863, 0.6005], [-2.2401, -3.5050, 1.8108], [-2.7374, -4.8025, 2.4012], [-2.0640, -4.9714, 3.7229], [-3.3147, -1.7191, -1.4245], [-3.3968, -0.3313, -1.8003], [-4.1450, -0.1836, -2.9702], [-3.3183, 0.1836, -4.1744], [-5.3331, -0.3593, -2.9669], [-2.1907, -0.6656, 0.6469], [-3.5679, -0.1433, 1.0744], [-3.8840, -0.3947, 2.5865], [-4.3832, 0.8622, 3.3339], [-3.4630, 1.2334, 4.4971], [-4.2330, 1.9417, 5.5108], [-3.6607, 3.1684, 5.6992], [-4.0923, 4.1627, 5.1615], [-1.0194, 0.3221, 0.3945], [-1.5378, 2.0916, 0.1650], [-2.6269, 2.0996, -1.0034], [-0.3581, 3.1032, -0.2444], [-2.2800, 2.9312, 1.7303], [-0.0483, 0.3082, 1.9210], [0.5306, -1.1610, 2.1268], [-1.1040, 0.3587, 3.1364], [1.1378, 1.7521, 2.3138], [-0.2803, -0.0591, -0.9392], [0.7845, 0.8493, -1.4750], [0.2292, 1.7788, -2.8993], [2.0637, 1.0479, -1.1404], [2.8054, 0.3161, -0.0858], [3.0662, 2.1719, -1.9625], [-0.0924, -1.5804, -1.2963], [-0.3336, -1.6110, -2.7729], [1.3653, -2.1265, -1.2274], [2.2653, -1.9032, -2.2442], [3.5112, -2.4526, -2.0836], [3.7412, -3.1691, -0.9390], [2.8998, -3.4208, 0.0297], [1.6964, -2.8708, -0.1353], [0.0275, -6.5754, 0.5786], [0.2610, -4.9572, 1.1490], [1.1149, -5.4979, -0.2976], [-2.7331, -5.5856, -1.2181], [-1.9235, -3.9334, -2.0348], [-0.2293, -3.9233, -2.0683], [-3.2771, -3.8461, -0.0218], [-4.0074, -2.6540, 0.9369], [-1.1710, -3.5302, 1.5870], [-2.3299, -2.7677, 2.6186], [-3.8174, -4.7943, 2.5540], [-2.4954, -5.6850, 1.8073], [-2.0818, -5.9713, 3.9003], [-1.0732, -4.7770, 3.5873], [-4.3206, -2.0276, -1.1464], [-3.0838, -2.2916, -2.3288], [-2.6080, -0.6216, -4.3555], [-3.9715, 0.3148, -5.0256], [-2.8051, 1.1096, -3.9203], [-1.8522, -1.1658, 1.5508], [-4.3824, -0.6592, 0.5760], [-3.8440, 0.8846, 0.8641], [-3.0560, -0.8695, 3.1066], [-4.7099, -1.0990, 2.6880], [-4.5527, 1.7114, 2.6760], [-5.3480, 0.6482, 3.7907], [-2.6286, 1.8446, 4.1785], [-3.1397, 0.2988, 4.9427], [-2.7823, 3.2706, 6.3568], [-2.5072, 2.8823, -1.5572], [-0.5041, 3.5510, -1.0899], [-0.1782, -1.7554, 2.4334], [-0.6071, 0.3183, 3.9784], [-1.1123, 0.1810, -1.6061], [2.2783, -0.4144, 0.5129], [3.2590, 1.0333, 0.5936], [3.6533, -0.1886, -0.5491], [-1.3212, -1.6592, -2.9915], [0.0289, -0.7967, -3.2549], [2.0160, -1.3205, -3.1114], [4.2807, -2.3190, -2.8248], [4.7323, -3.6049, -0.8309], [0.9482, -3.0634, 0.6148], [-4.5267, 4.2311, -7.1657], [-4.3831, 3.6079, -5.7911], [-3.0146, 3.3002, -5.5037], [-4.1414, 3.5571, -7.9311], [-5.5707, 4.4541, -7.3872], [-3.9519, 5.1576, -7.2314], [-4.9411, 2.6742, -5.7345], [-4.7652, 4.2845, -5.0203], [-2.5191, 4.1233, -5.5420], [7.2076, -1.3993, 0.8238], [6.2650, -1.3961, 2.0124], [4.9081, -1.2389, 1.5935], [7.1107, -0.4712, 0.2587], [8.2440, -1.5079, 1.1447], [6.9672, -2.2199, 0.1427], [6.4933, -0.5666, 2.6794], [6.3561, -2.3279, 2.5793], [4.6932, -1.9756, 1.0120], [4.3840, 6.0158, -0.3638], [4.6358, 6.2178, -1.8472], [4.7167, 4.9589, -2.5234], [5.1813, 5.4173, 0.0789], [4.3308, 6.9721, 0.1581], [3.4460, 5.4763, -0.1990], [5.5749, 6.7357, -2.0086], [3.8373, 6.8132, -2.2995], [3.8807, 4.5057, -2.3903], [-0.2609, 1.6753, 7.9979], [-0.0431, 0.6789, 6.8777], [-0.7429, 1.0829, 5.6888], [-1.3246, 1.7719, 8.2193], [0.2590, 1.3643, 8.9038], [0.1021, 2.6655, 7.7114], [-0.4242, -0.3005, 7.1560], [1.0228, 0.5823, 6.6485], [-0.4016, 1.9484, 5.4308], [6.1620, 7.8496, -5.5577], [5.5300, 8.9455, -4.7217], [5.8676, 8.8042, -3.3407], [5.8366, 6.8684, -5.2057], [5.8955, 7.9559, -6.6068], [7.2505, 7.8778, -5.4735], [4.4436, 8.9027, -4.7920], [5.8595, 9.9307, -5.0675], [6.8253, 8.8538, -3.2698], [-5.1518, -8.8179, -1.3648], [-4.8576, -9.2226, 0.0683], [-3.4564, -9.3425, 0.2914], [-4.7378, -9.5497, -2.0586], [-6.2262, -8.7375, -1.5384], [-4.6882, -7.8549, -1.5958], [-5.3028, -10.1908, 0.2903], [-5.2694, -8.4855, 0.7673], [-3.0583, -8.4850, 0.1069], [6.6425, 9.1395, -10.8728], [6.0830, 8.9499, -9.4753], [7.1277, 8.8534, -8.5083], [7.2993, 8.3096, -11.1347], [5.8420, 9.2009, -11.6114], [7.2381, 10.0535, -10.9291], [5.5064, 8.0274, -9.4170], [5.4262, 9.7849, -9.2084], [7.6348, 9.6695, -8.5464], [-2.3762, -2.3763, 6.4706], [-3.7709, -2.6267, 7.0062], [-4.7240, -2.5936, 5.9462], [-2.3299, -1.4086, 5.9670], [-1.6329, -2.3898, 7.2713], [-2.1083, -3.1387, 5.7335], [-4.0538, -1.8584, 7.7241], [-3.8248, -3.5993, 7.5051], [-4.4783, -3.2826, 5.3202], [1.2784, -3.6694, 5.5650], [1.5650, -4.5764, 4.3835], [1.0254, -4.0283, 3.1752], [0.2022, -3.5254, 5.6828], [1.6792, -4.0896, 6.4877], [1.7236, -2.6824, 5.4097], [1.1046, -5.5523, 4.5286], [2.6411, -4.7192, 4.2569], [1.4439, -3.1723, 3.0380]],
  "forces_ev_per_angstrom": [[0.1, 0.5, 0.2], [-0.3, -0.4, 0.5], [-0.3, -0.1, -0.4], [0.1, -1.7, -0.1], [0.8, 1.5, 0.6], [-1.3, -0.5, -0.6], [0.2, -0.8, 0.6], [-0.2, 0.9, -0.1], [0.8, -0.5, 0.8], [-0.2, -0.3, -0.3], [-0.6, 0.8, -0.5], [0.6, -0.3, -0.5], [-1.0, -0.1, -0.2], [-0.4, 0.0, 0.9], [0.9, 0.1, 0.2], [-0.3, -1.5, 0.5], [-1.1, 0.1, 0.9], [-0.6, 0.5, -0.1], [0.1, 0.0, 0.6], [-1.1, -0.4, -0.1], [1.0, 0.5, 0.0], [-1.1, 1.6, -0.9], [0.4, -1.1, 0.6], [0.5, 0.4, -0.6], [-1.9, 3.9, 2.6], [1.2, -0.9, -0.3], [0.0, -1.3, -0.6], [0.2, -0.9, -0.2], [1.0, 1.6, 3.9], [-0.3, -0.1, -1.1], [-0.5, -1.1, -2.1], [0.4, -0.2, -1.2], [-1.2, -0.5, -0.6], [0.4, 0.9, -0.6], [-0.2, -0.3, 0.2], [-0.1, -0.7, 0.6], [0.9, 0.2, 0.2], [-0.1, -0.2, 0.0], [1.0, -0.8, -2.0], [-0.3, 0.2, -0.1], [-2.1, 0.9, 0.6], [0.2, 0.0, -0.1], [-0.3, 0.5, -0.6], [2.1, -1.0, -0.1], [-0.7, 0.2, 0.5], [0.4, -0.5, 0.5], [-0.2, -0.2, -0.2], [0.2, 0.1, -0.1], [0.0, 0.1, 0.0], [0.0, 0.0, 0.0], [-0.2, 0.4, 0.1], [0.3, 0.7, 0.1], [0.2, 0.1, -0.3], [0.0, 0.4, 0.0], [0.0, -0.4, -0.1], [-0.1, 0.0, 0.1], [-0.1, 0.2, 0.0], [-0.2, 0.3, -0.6], [-0.1, 0.0, 0.4], [0.0, 0.1, 0.0], [0.0, -0.1, 0.2], [0.3, -0.2, 0.2], [0.2, 0.1, -0.1], [0.0, 0.1, -0.2], [0.3, 0.0, -0.3], [0.1, 0.2, 0.0], [0.4, -0.3, -0.6], [0.7, 0.2, -0.2], [0.1, 0.2, 0.1], [0.1, -0.3, -0.4], [0.1, 0.0, -0.1], [0.0, -0.1, 0.0], [0.1, -0.1, 0.0], [0.3, 0.1, 0.2], [-0.1, -0.6, 0.1], [-0.2, 0.0, -0.3], [0.4, -0.2, -0.2], [0.2, -0.3, 0.0], [-0.2, 0.4, 0.6], [-0.2, -0.1, 0.2], [-0.3, 0.0, -0.1], [-0.1, 0.1, 0.1], [0.0, -0.1, -0.1], [0.0, 0.2, 0.2], [0.1, -0.1, 0.0], [0.0, 0.0, -0.2], [0.2, -0.1, 0.0], [0.0, -0.1, 0.1], [0.1, 0.0, 0.1], [0.1, -0.1, 0.0], [0.1, 0.3, -0.1], [0.0, -0.2, 0.2], [-0.1, 0.0, 0.0], [0.0, 0.0, 0.0], [-0.1, 0.1, 0.0], [0.1, 0.0, 0.1], [-0.1, -0.1, 0.0], [0.0, 0.0, -0.1], [0.0, 0.1, 0.0], [0.0, -0.2, -0.2], [0.0, 0.2, 0.1], [0.0, 0.0, 0.1], [0.0, 0.0, 0.0], [0.1, -0.1, 0.1], [-0.1, 0.0, 0.0], [0.1, 0.1, 0.1], [0.0, -0.1, 0.1], [0.0, 0.0, 0.0], [-0.3, -0.3, 0.2], [0.2, 0.0, -0.1], [0.0, 0.1, 0.0], [0.0, 0.0, 0.0], [0.0, 0.1, 0.0], [0.0, 0.0, -0.2], [0.1, 0.2, 0.0], [-0.1, 0.1, 0.0], [-0.1, 0.1, -0.1], [0.2, 0.3, 0.2], [0.3, -0.3, -0.1], [0.0, -0.1, 0.0], [0.0, 0.0, 0.0], [0.1, 0.0, 0.0], [-0.1, 0.0, -0.1], [0.0, -0.1, 0.1], [0.0, 0.1, 0.0], [-0.2, -0.2, 0.1], [0.4, -0.1, 0.0], [-0.2, 0.1, 0.0], [-0.1, 0.0, 0.0], [0.1, 0.0, 0.0], [0.0, 0.1, -0.1], [0.0, 0.0, 0.1], [-0.1, 0.0, -0.1], [0.0, 0.0, 0.0], [0.0, 0.0, 0.0], [0.2, 0.3, -0.1], [-0.1, -0.1, 0.1], [0.0, 0.0, 0.0], [0.0, 0.0, 0.0], [-0.1, 0.0, 0.0], [0.1, 0.0, 0.1], [-0.2, -0.1, 0.0], [0.1, 0.0, 0.0], [0.0, -0.1, 0.0], [0.3, 0.3, -0.1], [-0.1, -0.1, 0.0], [-0.1, 0.0, 0.0], [0.0, 0.0, 0.0], [-0.1, 0.1, 0.0], [0.0, 0.0, 0.1], [-0.1, -0.1, -0.1], [0.1, 0.0, 0.0], [0.2, 0.0, 0.0], [0.0, -0.2, -0.3], [0.0, 0.2, 0.0], [0.0, 0.1, 0.1], [0.0, 0.0, 0.0], [0.0, -0.1, 0.1], [-0.1, 0.0, -0.1], [0.1, 0.1, 0.1], [0.0, -0.1, 0.0], [-0.1, 0.0, -0.1], [0.2, 0.3, 0.2], [-0.3, 0.1, -0.1], [0.0, -0.1, 0.0], [0.0, 0.0, 0.0], [0.1, 0.0, 0.0], [0.0, 0.0, -0.1], [0.0, -0.1, 0.0], [0.3, 0.0, 0.0]]
}